Entry from the OMol25 dataset: a cluster of 2 separate species, C3H8NO in total (the ωB97M-V functional and the def2-TZVPD basis).

Last column: Mulliken charge in e.
Element x y z (Å)
C1 -1.351545 1.981479 -0.481037  -0.629
O1 -0.027170 1.876738 -0.710954  -0.844
H1 -1.623555 1.905090 0.604220  0.141
H2 -1.987640 1.207018 -0.998306  0.119
H3 -1.813267 2.935579 -0.850472  0.231
C2 0.762637 -2.101116 -0.252756  -0.718
C3 1.050488 -0.221850 1.045442  0.298
N1 1.549429 -1.341359 0.735641  -0.547
H4 -0.088729 -2.543658 0.269501  0.248
H5 0.369784 -1.421001 -1.017461  0.317
H6 1.377193 -2.896572 -0.666814  0.259
H7 1.563305 0.359623 1.813304  0.299
H8 0.219069 0.260028 0.509693  -0.175

Cartesian forces (eV/Å) of the 3 atoms listed first:
C 0.14 0.00 -0.35
O 0.01 -0.11 -0.08
H -0.24 0.05 0.06

Computed properties:
Highest occupied orbital energy: -2.32 eV
Kohn-Sham gap: 6.588 eV
Net charge: -1
LUMO: 4.26 eV
Spin multiplicity: 1

Entry from the OMol25 dataset: a cluster of 2 separate species, C3H8NO in total in a non-equilibrium geometry (the ωB97M-V functional and the def2-TZVPD basis).

Last column: Mulliken charge in e.
Element x y z (Å)
C1 0.811201 -2.143324 -1.494405  -0.614
O1 -0.202281 -1.304310 -1.294592  -0.805
H1 0.515560 -3.163762 -1.935530  0.150
H2 1.450105 -2.328765 -0.605276  0.178
H3 1.565529 -1.838047 -2.303147  0.141
C2 0.739652 1.562109 1.408664  -0.659
C3 -1.200222 0.649992 0.572436  -0.053
N1 -0.653396 1.732943 0.996288  -0.499
H4 1.389876 2.101418 0.702831  0.203
H5 0.839913 1.972961 2.420762  0.279
H6 1.111440 0.543293 1.531404  0.297
H7 -2.287367 0.677915 0.522517  0.304
H8 -0.534831 -0.190556 0.331331  0.079

Cartesian forces (eV/Å) of the 3 atoms listed first:
C 0.32 -0.50 -1.37
O -0.28 0.32 0.22
H 0.10 0.26 0.63

Computed properties:
Highest occupied orbital energy: -2.30 eV
Kohn-Sham gap: 6.538 eV
Net charge: -1
LUMO: 4.24 eV
Spin multiplicity: 1

Entry from the OMol25 dataset: a cluster of 2 separate species, C3H8NO in total (the ωB97M-V functional and the def2-TZVPD basis).

Last column: Mulliken charge in e.
Element x y z (Å)
C1 -1.778007 -0.313437 -1.243510  -0.589
N1 -1.910015 -0.789980 0.042764  -0.334
H1 -2.388562 -0.649294 -2.066975  0.333
H2 -1.345967 0.678683 -1.328641  0.234
H3 -1.276542 -0.516971 0.771040  0.192
H4 -2.471083 -1.587483 0.275412  0.176
C2 1.542560 0.856228 1.307852  -0.649
C3 1.517349 -0.101197 0.393847  -0.048
O1 1.359571 0.143281 -0.945781  -0.450
H5 1.829608 0.733394 2.334561  0.265
H6 1.263049 1.846411 0.965279  0.236
H7 1.673427 -1.144126 0.651355  0.329
H8 1.984612 0.844489 -1.157202  0.305

Cartesian forces (eV/Å) of the 3 atoms listed first:
C 0.28 0.71 -0.09
N -0.40 -0.25 0.21
H -0.19 -0.31 0.35

Computed properties:
Highest occupied orbital energy (alpha / beta): -5.90 / -9.58 eV
Kohn-Sham gap (alpha / beta): 6.904 / 10.565 eV
Net charge: 0
LUMO (alpha / beta): 1.00 / 0.99 eV
Spin multiplicity: 2

Entry from the OMol25 dataset: the ion C3H8NO with charge +1 in a non-equilibrium geometry (the ωB97M-V functional and the def2-TZVPD basis).

Last column: Mulliken charge in e.
Element x y z (Å)
C1 -0.809744 0.129337 0.975152  -0.296
C2 -1.330012 0.730868 -0.247693  -0.297
C3 1.308534 0.284291 -0.779534  -0.081
N1 -0.349542 -0.314456 -0.321675  -0.217
O1 2.106651 -0.054251 0.192099  -0.422
H1 -0.102850 0.720694 1.622054  0.212
H2 -1.404406 -0.576460 1.414387  0.327
H3 -2.306634 0.432532 -0.516453  0.287
H4 -1.009306 1.831240 -0.582384  0.194
H5 1.539544 -0.259352 -1.709564  0.355
H6 0.956027 1.338331 -0.785785  0.199
H7 -0.636207 -1.303969 -0.527843  0.336
H8 2.772951 -0.810252 0.148048  0.401

Cartesian forces (eV/Å) of the 3 atoms listed first:
C 2.10 2.55 0.72
C -0.19 2.90 -0.78
C -1.74 -1.67 -0.30

Computed properties:
SMILES string: OC[NH+]1CC1
Highest occupied orbital energy: -16.27 eV
Kohn-Sham gap: 12.990 eV
Net charge: +1
LUMO: -3.28 eV
Spin multiplicity: 1

Entry from the OMol25 dataset: the ion C3H8NO with charge +1 in a non-equilibrium geometry (the ωB97M-V functional and the def2-TZVPD basis).

Last column: Mulliken charge in e.
Element x y z (Å)
C1 0.908277 0.194769 0.629682  -0.277
C2 -0.244323 0.893435 -0.100956  0.131
C3 -1.172109 -0.036080 -0.635690  -0.455
O1 -1.615764 -0.973607 0.312880  -0.445
N1 2.061876 0.001793 -0.270576  -0.460
H1 1.109905 0.812529 1.504427  0.371
H2 0.671459 -0.877027 0.997679  0.265
H3 -0.269244 1.955025 0.220493  0.387
H4 -0.696674 -0.776808 -1.358186  0.284
H5 -2.048703 0.485752 -1.189612  0.359
H6 2.067725 0.470675 -1.272389  0.285
H7 -2.215884 -0.758101 0.972692  0.321
H8 2.923324 0.151518 0.157671  0.233

Cartesian forces (eV/Å) of the 3 atoms listed first:
C -0.77 -1.97 0.17
C 3.45 -0.98 3.79
C -4.06 -0.56 -3.24

Computed properties:
Highest occupied orbital energy: -14.58 eV
Kohn-Sham gap: 6.536 eV
Net charge: +1
LUMO: -8.04 eV
Spin multiplicity: 1

Entry from the OMol25 dataset: the ion C3H8NO with charge +1 in a non-equilibrium geometry (the ωB97M-V functional and the def2-TZVPD basis).

Last column: Mulliken charge in e.
Element x y z (Å)
C1 1.184877 0.417245 -0.185209  -0.565
C2 -0.384365 -0.247079 -0.015949  0.840
C3 -1.483244 0.697277 0.049798  -1.254
N1 -0.510174 -1.523807 -0.015978  -0.268
O1 2.593792 -0.026476 0.061147  -0.462
H1 1.203583 0.597108 -1.266827  0.356
H2 1.076262 1.380778 0.316350  0.355
H3 -2.325914 0.280047 0.603788  0.417
H4 -1.839702 0.909058 -0.963600  0.344
H5 -1.186959 1.653858 0.475330  0.357
H6 -1.413524 -1.994310 0.024442  0.272
H7 2.780833 -0.013867 1.006657  0.331
H8 0.304530 -2.129826 -0.089945  0.278

Cartesian forces (eV/Å) of the 3 atoms listed first:
C 0.29 0.60 -0.15
C 4.20 -0.29 0.23
C -0.68 0.33 -0.06

Computed properties:
SMILES string: CC(=[NH2+])CO
Highest occupied orbital energy: -15.52 eV
Kohn-Sham gap: 10.686 eV
Net charge: +1
LUMO: -4.84 eV
Spin multiplicity: 1

Entry from the OMol25 dataset: a cluster of 2 separate species, C3H8NO in total in a non-equilibrium geometry (the ωB97M-V functional and the def2-TZVPD basis).

Last column: Mulliken charge in e.
Element x y z (Å)
C1 0.386694 -1.720493 -0.858069  -0.122
N1 1.335766 -1.121766 -0.252676  -0.091
H1 0.205586 -2.749513 -0.674819  0.304
H2 -0.455406 -1.230356 -1.471732  0.297
H3 1.452373 -0.067835 -0.252018  0.297
H4 1.986719 -1.586626 0.408639  0.296
C2 -1.522150 0.756254 0.889414  -0.697
C3 -0.624003 1.389000 0.158159  0.038
O1 0.719893 1.244156 0.377233  -0.583
H5 -2.578625 0.875033 0.696542  0.280
H6 -1.252328 -0.001526 1.640538  0.278
H7 -0.779824 2.116283 -0.615715  0.299
H8 1.125306 2.097383 -0.045497  0.403

Cartesian forces (eV/Å) of the 3 atoms listed first:
C -1.43 1.16 -0.06
N 0.52 0.12 -0.08
H 0.28 -1.01 0.08

Computed properties:
Highest occupied orbital energy: -13.63 eV
Kohn-Sham gap: 8.499 eV
Net charge: +1
LUMO: -5.13 eV
Spin multiplicity: 1

Entry from the OMol25 dataset: the ion C3H8NO with charge +1 in a non-equilibrium geometry (the ωB97M-V functional and the def2-TZVPD basis).

Last column: Mulliken charge in e.
Element x y z (Å)
C1 -0.721549 0.939675 0.295960  -0.577
C2 0.162419 -0.303744 -0.118445  0.822
C3 1.415358 -0.054476 -0.824431  -1.266
N1 -0.285497 -1.481903 0.144655  -0.267
O1 -1.978557 0.937638 1.011982  -0.501
H1 -0.021072 1.634619 0.775232  0.399
H2 -0.978156 1.393133 -0.672167  0.367
H3 2.225710 -0.627350 -0.369768  0.416
H4 1.676122 0.999211 -0.854023  0.350
H5 1.337227 -0.414317 -1.852775  0.378
H6 0.203336 -2.335586 -0.107406  0.263
H7 -1.847685 0.896065 1.967114  0.331
H8 -1.187655 -1.582965 0.604071  0.283

Cartesian forces (eV/Å) of the 3 atoms listed first:
C -0.07 0.55 0.00
C -2.44 0.79 1.26
C 0.51 -0.10 -0.30

Computed properties:
SMILES string: CC(=[NH2+])CO
Highest occupied orbital energy: -15.86 eV
Kohn-Sham gap: 11.130 eV
Net charge: +1
LUMO: -4.73 eV
Spin multiplicity: 1

Entry from the OMol25 dataset: the ion C3H8NO with charge +1 in a non-equilibrium geometry (the ωB97M-V functional and the def2-TZVPD basis).

Last column: Mulliken charge in e.
Element x y z (Å)
C1 0.422947 0.824861 0.006397  0.159
C2 -1.384293 -0.895296 0.129801  -1.083
C3 -1.053355 0.608016 -0.066840  -0.424
N1 2.735416 -0.072909 0.291459  -0.393
O1 1.358195 -0.331638 0.064939  -0.061
H1 0.776542 1.860211 -0.019389  0.422
H2 -1.078128 -1.320956 -0.791129  0.339
H3 -2.516367 -0.850110 0.178687  0.329
H4 -0.984195 -1.268917 0.978068  0.404
H5 -1.261004 0.835373 -1.153866  0.304
H6 -1.656556 1.314412 0.510644  0.399
H7 3.164145 -0.961155 0.164484  0.290
H8 3.217223 0.617947 -0.370402  0.318

Cartesian forces (eV/Å) of the 3 atoms listed first:
C 2.41 -3.99 0.46
C -3.60 3.34 -2.31
C 1.96 -1.64 -0.76

Computed properties:
Highest occupied orbital energy: -15.35 eV
Kohn-Sham gap: 8.656 eV
Net charge: +1
LUMO: -6.70 eV
Spin multiplicity: 1

Entry from the OMol25 dataset: a cluster of 2 separate species, C3H8NO in total in a non-equilibrium geometry (the ωB97M-V functional and the def2-TZVPD basis).

Last column: Mulliken charge in e.
Element x y z (Å)
C1 1.314936 0.872614 -0.126812  0.458
C2 1.783752 1.223315 -1.291425  -0.537
C3 0.010853 -0.760452 1.148556  -0.025
N1 0.367522 -0.223773 -0.011740  -0.029
H1 1.731054 1.183501 0.821370  0.330
H2 1.312049 0.957993 -2.180608  0.348
H3 2.598846 1.918224 -1.505234  0.308
H4 -0.491736 -1.767137 1.128496  0.305
H5 0.116742 -0.117668 1.982410  0.322
H6 0.605674 -1.034680 -0.739012  0.422
H7 -2.962672 0.025321 0.454234  0.338
H8 -3.591547 -1.366361 -0.047163  0.354
O1 -2.795479 -0.910901 0.366932  -0.595

Cartesian forces (eV/Å) of the 3 atoms listed first:
C -2.47 -3.26 5.28
C 2.16 2.50 -4.19
C -1.29 -0.16 -1.64

Computed properties:
Highest occupied orbital energy (alpha / beta): -19.39 / -19.05 eV
Kohn-Sham gap (alpha / beta): 7.674 / 3.717 eV
Net charge: +2
LUMO (alpha / beta): -11.71 / -15.33 eV
Spin multiplicity: 2

Values of relative energy (zero: lowest compared OMol25 entry of this formula, charge and spin), in order: 30.77 35.76 17.10 47.68 102.72 22.59 36.59 2.02 99.92 63.66, all in kcal per mole.
Values of energy, in order: -249.03758 -249.02963 -248.98862 -248.75991 -248.67220 -248.79990 -248.77759 -248.83267 -248.67666 -248.20736, all in hartree.